1.
Below is a 2-piece molecular cluster, CH8N3 overall in a non-equilibrium geometry, with properties calculated with ωB97M-V/def2-TZVPD.

Structure (XYZ):
```
12
Properties=species:S:1:pos:R:3:forces:R:3:nbo_charge:R:1
N 2.023 1.118 -1.226 2.0 -0.2 2.4 -1.12
H 2.926 0.655 -0.808 -2.3 1.0 -1.3 0.39
H -1.251 -0.589 -1.143 -0.2 -0.3 0.9 0.43
H 2.240 2.129 -1.196 -0.3 -0.8 -0.3 0.39
H 1.916 0.824 -2.175 0.2 -0.1 -0.6 0.38
N -0.062 0.254 0.965 1.6 1.5 -0.2 -0.73
C -1.004 -0.642 0.932 0.0 -0.1 -3.5 0.40
N -1.535 -1.026 -0.254 1.2 1.3 0.6 -0.72
H 0.410 0.709 0.109 -0.8 -1.0 0.7 0.47
H 0.442 0.609 1.793 -1.0 -0.9 -0.2 0.44
H -1.381 -1.194 1.745 -0.1 -0.1 1.4 0.24
H -2.256 -1.710 -0.316 -0.4 -0.4 0.2 0.43
```
Forces are in eV/Å.

Values from the calculation:
Kohn-Sham gap in eV: 11.1
Charge: +1
HOMO in Ha: -0.541
LUMO level in eV: -3.6
Relative energy (zero: lowest compared OMol25 entry of this formula, charge and spin) in kJ/mol: 53.7
F_max in hartree/bohr: 0.068



2.
Below is C29H16Cl2N8O2ReS3 as an isolated structure in a non-equilibrium geometry, with properties calculated with ωB97M-V/def2-TZVPD.

Structure (XYZ):
```
61
Properties=species:S:1:pos:R:3:forces:R:3:mulliken_spin:R:1
Re -0.058 0.020 0.636 0.8 0.8 0.0 2.28
Cl 2.766 -1.621 6.637 0.0 0.0 0.0 0.00
C 2.349 -1.660 4.960 0.0 0.0 0.0 0.00
C 1.197 -1.000 4.555 0.0 0.0 0.0 -0.01
C 0.855 -1.018 3.214 -0.1 0.0 0.0 -0.04
N -0.263 -0.393 2.616 -0.2 -0.2 0.0 0.00
C -1.298 0.130 3.313 0.0 0.0 0.1 -0.02
O -1.496 0.082 4.513 0.0 0.0 0.0 0.06
C -2.305 0.806 2.415 0.0 -0.1 0.0 0.06
C -3.474 1.299 2.956 -0.1 0.0 0.0 -0.02
C -4.424 1.851 2.114 0.0 0.0 0.0 0.02
C -4.174 1.877 0.751 0.0 0.0 0.0 -0.01
C -2.973 1.381 0.283 0.0 0.0 0.0 0.02
N -2.039 0.869 1.095 -0.1 0.0 -0.1 0.01
C 1.661 -1.689 2.290 0.0 0.0 -0.1 0.04
C 2.800 -2.352 2.695 0.0 0.0 0.0 -0.01
C 3.145 -2.333 4.040 0.0 0.0 0.0 0.01
Cl 4.580 -3.159 4.534 0.0 0.0 0.0 0.00
N 1.144 -1.644 0.979 0.1 0.0 0.0 0.04
C 1.032 -2.775 0.253 -0.1 -0.1 0.0 0.01
O 1.651 -3.817 0.365 0.0 0.0 0.0 0.06
C -0.099 -2.668 -0.733 0.0 0.0 0.1 0.07
C -0.357 -3.672 -1.645 0.0 0.0 0.0 -0.02
C -1.426 -3.528 -2.508 0.0 0.0 0.0 0.02
C -2.211 -2.386 -2.419 0.0 0.0 0.0 -0.02
C -1.896 -1.431 -1.477 0.1 -0.1 0.0 0.05
N -0.857 -1.563 -0.641 -0.2 -0.1 0.0 0.03
H 0.583 -0.489 5.279 0.0 0.0 0.0 0.00
H -3.606 1.222 4.026 0.0 0.0 0.0 0.00
H -5.345 2.253 2.512 0.0 0.0 0.0 0.00
H -4.886 2.290 0.051 0.0 0.0 0.0 0.00
H -2.734 1.427 -0.768 0.0 0.0 0.0 0.01
H 3.416 -2.875 1.980 0.0 0.0 0.0 0.00
H 0.298 -4.532 -1.647 0.0 0.0 0.0 0.00
H -1.647 -4.289 -3.244 0.0 0.0 0.0 0.00
H -3.059 -2.230 -3.071 0.0 0.0 0.0 0.00
H -2.483 -0.532 -1.382 0.0 0.1 0.0 0.00
S 2.858 0.471 -0.129 -0.1 0.0 -0.1 0.23
C 2.695 2.157 -0.236 0.1 0.0 -0.1 -0.05
C 3.488 2.869 -1.212 0.0 -0.1 0.1 -0.03
N 4.112 3.405 -2.014 0.0 0.0 0.0 0.01
C 1.797 2.861 0.516 0.1 0.2 0.0 0.11
S 0.787 2.061 1.700 0.0 -0.4 0.1 0.07
C 1.575 4.260 0.339 0.2 -0.2 0.0 0.00
N 1.309 5.369 0.173 0.0 0.1 0.0 0.01
N -0.904 3.153 -0.645 -0.2 -0.1 -0.4 0.01
C -0.448 2.310 -1.591 0.0 0.5 0.1 -0.01
N 0.016 1.097 -1.377 -0.3 -0.5 0.2 0.00
C 0.455 0.523 -2.592 0.0 0.0 0.0 -0.01
C 1.144 -0.675 -2.748 0.0 0.0 0.0 0.04
C 1.490 -1.093 -4.020 0.0 0.0 0.0 0.00
C 1.187 -0.326 -5.143 0.0 0.0 0.0 0.00
C 0.552 0.895 -5.000 0.0 0.0 0.0 0.00
C 0.200 1.300 -3.721 0.0 0.0 0.0 0.00
S -0.511 2.816 -3.253 0.0 0.0 0.0 0.00
H -0.600 2.954 0.311 -0.1 0.0 0.0 0.00
H -0.903 4.134 -0.880 0.0 0.0 0.0 0.00
H 1.467 -1.233 -1.884 0.0 0.0 -0.1 -0.01
H 2.039 -2.019 -4.135 0.0 0.0 0.0 0.00
H 1.478 -0.666 -6.127 0.0 0.0 0.0 0.00
H 0.351 1.525 -5.856 0.0 0.0 0.0 0.00
```
Forces are in eV/Å.

Values from the calculation:
Multiplicity: 4
Kohn-Sham gap (alpha / beta) in eV: 6.4 / 5.6
⟨S²⟩: 3.779
Charge: 0
HOMO (alpha / beta) in Ha: -0.276 / -0.279
LUMO level (alpha / beta) in eV: -1.1 / -2.0
F_max in hartree/bohr: 0.023



3.
Below is C31H38N2O3ReSi as an isolated structure in a non-equilibrium geometry, with properties calculated with ωB97M-V/def2-TZVPD.

Structure (XYZ):
```
76
Properties=species:S:1:pos:R:3:forces:R:3:mulliken_spin:R:1
Re -0.956 0.619 -0.220 -0.3 0.0 2.0 2.51
C 5.468 1.894 -2.879 0.0 0.1 0.1 0.00
C 5.638 2.730 -1.786 0.0 0.0 -0.1 0.00
C 4.750 2.674 -0.724 -0.2 0.0 0.1 0.00
C 3.679 1.781 -0.738 -0.2 0.1 0.5 0.01
C 3.518 0.951 -1.853 -0.1 0.1 0.2 0.00
C 4.402 1.007 -2.913 -0.1 -0.1 -0.1 0.00
Si 2.450 1.680 0.680 0.3 0.4 -0.2 -0.02
C 2.851 2.255 2.414 0.0 -0.1 -0.6 0.00
C 3.382 1.392 3.377 -0.1 -0.1 -0.2 0.00
C 3.712 1.856 4.638 0.0 0.0 0.1 0.00
C 3.519 3.192 4.959 0.0 0.0 -0.1 0.00
C 3.002 4.063 4.013 0.0 0.1 0.1 0.00
C 2.677 3.600 2.752 0.0 -0.1 -0.2 0.00
C 0.833 2.538 0.089 0.3 0.0 0.2 0.34
C -0.047 3.117 1.037 0.2 -0.1 -0.1 -0.06
C -0.895 4.161 0.690 -0.1 -0.1 0.0 0.02
C -0.898 4.657 -0.606 0.0 -0.1 0.0 0.03
C -0.068 4.091 -1.566 -0.1 0.0 0.0 0.02
C 0.788 3.058 -1.226 0.1 -0.1 0.2 -0.07
H 6.167 1.933 -3.701 0.0 0.0 -0.1 0.00
H 6.461 3.428 -1.759 0.1 0.0 0.0 0.00
H 4.890 3.324 0.128 0.1 0.1 0.1 0.00
H 2.685 0.255 -1.888 0.0 -0.1 -0.1 0.00
H 4.261 0.360 -3.768 0.0 0.0 0.0 0.00
H 3.542 0.350 3.137 0.0 -0.1 0.0 0.00
H 4.135 1.182 5.367 0.0 -0.1 0.1 0.00
H 3.777 3.557 5.941 0.0 0.0 0.1 0.00
H 2.856 5.104 4.257 0.0 0.1 0.0 0.00
H 2.295 4.293 2.014 -0.1 0.1 0.0 0.00
H -0.003 2.792 2.068 0.0 0.0 0.0 -0.01
H -1.526 4.613 1.441 0.0 0.0 0.1 0.00
H -1.525 5.498 -0.862 -0.1 0.0 0.0 0.00
H -0.065 4.485 -2.572 0.0 0.0 -0.1 0.00
H 1.468 2.671 -1.971 0.1 0.0 0.0 0.01
C -1.041 -1.399 -4.969 0.0 0.0 0.1 0.01
C -1.237 0.099 -4.674 -0.4 -0.2 -0.8 0.02
C -0.423 0.952 -5.655 0.1 0.0 0.2 0.01
C -2.733 0.479 -4.746 0.0 0.0 -0.1 0.01
C -0.873 0.337 -3.298 0.5 0.2 1.3 0.09
N -0.725 0.499 -2.161 -0.1 -0.3 -2.2 -0.10
H -1.516 -1.633 -5.918 0.0 0.0 -0.1 0.00
H -1.493 -2.018 -4.196 -0.1 -0.1 0.0 0.00
H 0.016 -1.644 -5.041 0.1 0.0 0.0 0.00
H -0.810 0.783 -6.657 0.0 0.0 0.0 0.00
H 0.628 0.676 -5.642 0.1 0.0 0.0 0.00
H -0.510 2.012 -5.427 0.0 0.1 0.0 0.00
H -3.103 0.301 -5.755 0.0 0.0 0.0 0.00
H -2.875 1.532 -4.508 0.0 0.0 0.0 0.00
H -3.320 -0.124 -4.055 -0.1 0.0 0.0 0.00
C -0.219 -0.121 3.394 -0.3 0.1 -0.2 0.02
C -1.687 -0.102 3.018 0.4 -0.4 0.6 -0.01
O -1.887 0.577 1.762 0.2 0.1 -0.5 0.01
C -3.223 1.079 1.604 -0.5 0.3 -0.1 -0.03
C -3.458 1.380 0.129 0.3 -0.3 0.4 0.12
H -0.100 -0.664 4.328 0.0 0.0 0.1 0.00
H 0.169 0.886 3.537 0.1 0.1 0.0 0.00
H 0.364 -0.628 2.630 0.1 0.0 0.0 0.00
H -2.259 0.428 3.785 0.0 0.0 -0.2 0.00
H -2.072 -1.125 2.936 -0.1 0.2 -0.1 0.00
H -3.333 1.983 2.210 0.0 -0.1 0.0 0.00
H -3.939 0.333 1.960 0.1 0.0 0.0 0.00
H -2.754 2.153 -0.248 0.1 0.0 -0.1 -0.01
H -4.451 1.806 -0.003 0.1 0.1 -0.1 0.00
H -3.447 0.459 -0.473 0.0 0.0 0.0 -0.02
O 2.427 -0.042 0.889 0.0 0.1 0.1 0.00
C 1.721 -1.012 0.481 -0.7 -0.6 -0.2 0.03
C 2.213 -2.428 0.459 0.1 -0.1 0.0 0.00
C 1.001 -3.223 -0.034 0.1 -0.3 0.0 0.00
C -0.045 -2.175 -0.269 -0.3 0.1 -0.1 -0.02
O -1.184 -2.253 -0.656 0.1 -0.3 0.0 0.03
N 0.480 -0.910 0.060 0.0 0.8 -0.1 0.07
H 2.571 -2.728 1.445 0.0 0.1 0.0 0.00
H 3.067 -2.501 -0.216 0.1 0.1 0.0 0.00
H 0.636 -3.951 0.692 0.0 0.1 0.0 0.00
H 1.192 -3.772 -0.957 0.0 0.0 0.0 0.00
```
Forces are in eV/Å.

Values from the calculation:
Multiplicity: 4
Kohn-Sham gap (alpha / beta) in eV: 8.4 / 7.1
⟨S²⟩: 3.764
Charge: +2
HOMO (alpha / beta) in Ha: -0.503 / -0.493
LUMO level (alpha / beta) in eV: -5.3 / -6.3
F_max in hartree/bohr: 0.043